Entry 1:
Entry from the OMol25 dataset: a single C3HF2N molecule in a non-equilibrium geometry (ωB97M-V/def2-TZVPD).

```
! RIJCOSX wB97M-V def2-TZVPD def2/J DEFGRID3
* xyz 0 1
N -1.82565 -0.15141 -1.86679
C -1.11759 0.01134 -0.95292
C -0.11107 0.43866 -0.02250
C 0.76778 -0.30686 0.64691
F 0.97618 -1.57271 0.29079
F 1.70107 0.12901 1.51054
H -0.39073 1.45197 0.39396
*
```

Summary:
Largest force on an atom, eV/A: 3.00
Energy above the lowest of the compared OMol25 structures with the same formula, charge and spin, kJ/mol: 25.6
Energy, eV: -10050.655
SMILES: N#CC=C(F)F
HOMO-LUMO gap, eV: 10.905

Entry 2:
Entry from the OMol25 dataset: a molecular structure, C12H14BaN2O2 in a non-equilibrium geometry (ωB97M-V/def2-TZVPD).

```
! RIJCOSX wB97M-V def2-TZVPD def2/J DEFGRID3
* xyz -2 1
C -0.03220 -1.47096 -2.80012
C -1.37696 -1.57439 -2.27234
C -1.30526 -2.24825 -0.99073
C 0.08886 -2.54778 -0.71995
C 0.87666 -2.06656 -1.84179
Ba -0.14700 -0.19176 -0.63020
C -1.13997 1.52277 -1.80388
C 0.29651 1.73723 -2.25091
C 0.65538 2.29591 -3.43536
N 1.32104 1.24497 -1.37458
H -2.12686 -2.42372 -0.32357
H -2.26578 -1.19794 -2.73698
H 0.47496 -2.98243 0.18044
H 1.94473 -2.10174 -1.92295
H 0.24829 -0.96500 -3.70272
H -1.86511 1.47648 -2.53173
H 2.20849 1.29025 -1.55738
H -1.35795 2.10134 -0.88660
H -0.11427 2.73102 -4.07469
H 1.69559 2.38226 -3.73106
O -0.68344 2.20425 2.11236
C -0.25039 1.20788 2.67067
C -0.06816 1.05588 4.16526
C 0.47161 -0.36576 4.30213
C 0.54508 -0.84230 2.86719
O 0.92766 -1.94882 2.51520
N 0.11675 0.09459 1.98272
H 0.65605 1.80960 4.51751
H -1.04401 1.17419 4.66647
H 1.47760 -0.38442 4.75318
H -0.22790 -1.01678 4.85440
*
```

Summary:
Largest force on an atom, eV/A: 11.44
Energy, eV: -20433.285
HOMO-LUMO gap, eV: 3.319

Entry 3:
Entry from the OMol25 dataset: 17 unconnected molecules or ions with the total composition C53H146N25O24 in a non-equilibrium geometry (ωB97M-V/def2-TZVPD).

```
! RIJCOSX wB97M-V def2-TZVPD def2/J DEFGRID3
* xyz -1 1
C 10.85492 -32.13293 -10.51553
C 12.23534 -32.39432 -11.02755
O 13.38105 -32.18176 -10.14455
H 9.99328 -32.39720 -11.17907
H 10.68245 -31.18133 -10.07002
H 10.77291 -32.78490 -9.67664
H 12.39596 -31.74032 -11.89010
H 12.25675 -33.43145 -11.33587
C 13.30880 -35.40772 -13.23437
O 13.26530 -36.18363 -14.44643
C 13.90446 -37.41354 -14.29695
C 14.20663 -37.95462 -15.65699
N 15.04022 -37.24047 -16.53420
C 15.29839 -37.83573 -17.80355
C 16.17442 -36.84755 -18.64970
O 15.59984 -35.56468 -18.80907
C 14.37136 -35.55153 -19.52440
H 12.90306 -35.92054 -12.33051
H 12.76207 -34.50226 -13.49589
H 14.36217 -35.16219 -13.06667
H 13.37090 -38.14694 -13.66760
H 14.82416 -37.27392 -13.76015
H 13.16177 -38.30947 -15.98830
H 14.71014 -38.98643 -15.56193
H 14.65925 -36.31459 -16.68720
H 14.37683 -37.98551 -18.41071
H 15.99264 -38.63284 -17.75217
H 16.43069 -37.36760 -19.60685
H 17.04465 -36.75269 -18.13783
H 14.04059 -34.49347 -19.73078
H 13.65603 -36.06528 -18.92214
H 14.50834 -35.99236 -20.44781
C 7.65567 -39.65048 -13.48042
O 9.03160 -39.88338 -13.93664
C 9.74538 -40.86630 -13.23291
C 10.81374 -40.23221 -12.36190
N 10.27985 -39.21751 -11.43668
C 11.20675 -38.20124 -10.97368
C 10.52638 -37.19270 -10.05122
O 10.02981 -37.77140 -8.89813
C 8.61941 -38.12645 -8.90537
H 7.64451 -38.96947 -12.65860
H 7.30257 -40.55817 -13.17211
H 7.11640 -39.29737 -14.35857
H 10.21099 -41.58414 -13.99364
H 9.00676 -41.38299 -12.58416
H 11.53812 -39.70659 -12.98721
H 11.13290 -41.11012 -11.84084
H 9.56289 -38.78607 -12.01638
H 11.49317 -37.60311 -11.89095
H 12.14656 -38.59044 -10.56924
H 9.80734 -36.72526 -10.62745
H 11.38430 -36.45672 -9.81273
H 8.01444 -37.30000 -8.74407
H 8.45614 -38.89106 -8.10840
H 8.35596 -38.63042 -9.83745
C 9.98866 -27.84657 -10.19062
O 9.47135 -28.47991 -9.07819
C 10.33957 -28.42164 -7.96575
C 9.70812 -29.36435 -6.98698
N 9.72820 -30.78153 -7.32038
C 9.21739 -31.64630 -6.27952
C 9.57567 -33.13133 -6.50614
O 9.03501 -33.61221 -7.64445
C 9.32243 -34.98099 -7.87759
H 9.74058 -26.77662 -10.27050
H 9.49413 -28.35821 -11.02020
H 11.09010 -28.16996 -10.30679
H 10.50702 -27.35147 -7.64891
H 11.37289 -28.79196 -8.33523
H 8.72077 -29.00449 -6.97667
H 10.27318 -29.13329 -6.00245
H 9.30654 -30.88135 -8.23377
H 8.11044 -31.45311 -6.18916
H 9.64518 -31.47154 -5.30663
H 9.18924 -33.68196 -5.67537
H 10.69057 -33.21770 -6.48321
H 8.64491 -35.27282 -8.70438
H 9.09614 -35.47485 -6.96153
H 10.31690 -35.18347 -8.35061
C 18.29418 -19.18659 -13.12545
O 17.72100 -20.18490 -12.28748
C 16.64204 -20.87584 -12.81934
C 16.29796 -22.06899 -11.93335
N 15.25819 -22.88944 -12.54885
C 14.83637 -23.81596 -11.55823
C 13.54779 -24.51050 -11.99039
O 12.60806 -23.48753 -12.17365
C 11.36002 -24.10042 -12.58113
H 19.18809 -19.44238 -13.66364
H 18.57693 -18.42735 -12.41013
H 17.49147 -18.66998 -13.65639
H 17.05422 -21.16402 -13.85092
H 15.77041 -20.26232 -12.93559
H 15.98188 -21.65620 -10.95870
H 17.20052 -22.68580 -11.81784
H 14.53546 -22.20245 -12.80976
H 14.62806 -23.35542 -10.61129
H 15.68470 -24.50584 -11.32166
H 13.13607 -25.19742 -11.23506
H 13.49869 -25.15658 -12.93955
H 11.54672 -25.15086 -12.92995
H 11.01467 -23.46621 -13.39275
H 10.56258 -23.96103 -11.81625
C 16.03736 -30.78515 -16.05012
O 14.75426 -31.35684 -16.21814
C 14.77311 -32.77226 -16.18482
C 13.42091 -33.36780 -16.52798
N 12.42116 -32.90696 -15.57038
C 11.10160 -32.92857 -16.20691
C 10.06131 -32.35600 -15.30405
O 10.33141 -30.99181 -15.05503
C 9.67387 -30.36331 -14.00056
H 16.75398 -31.27275 -16.72387
H 16.40849 -30.92099 -15.06739
H 15.90629 -29.75164 -16.20856
H 15.07115 -33.24132 -15.24183
H 15.49176 -33.04323 -16.90534
H 13.41823 -34.39685 -16.46670
H 13.08401 -33.01591 -17.50940
H 12.58720 -31.97082 -15.14356
H 10.82875 -33.90786 -16.48869
H 11.27117 -32.34734 -17.14951
H 10.01034 -32.81783 -14.32626
H 9.09840 -32.41934 -15.78787
H 10.11736 -29.36612 -13.99384
H 10.04691 -30.75842 -13.08637
H 8.54873 -30.32413 -14.07421
C 2.48790 -30.13040 -10.22800
O 2.82574 -31.46410 -10.32799
C 3.20081 -32.19240 -9.19373
C 4.03958 -33.43537 -9.67081
N 5.43909 -33.07367 -9.69970
C 6.27774 -33.98773 -10.48152
C 6.18871 -33.96313 -12.04338
O 6.55327 -32.55688 -12.36621
C 5.89516 -31.86851 -13.42202
H 1.58014 -30.03930 -9.60781
H 2.27937 -29.75741 -11.25788
H 3.26645 -29.46923 -9.78654
H 2.29541 -32.49977 -8.67784
H 3.82042 -31.56287 -8.52430
H 3.67677 -33.55382 -10.69964
H 3.93228 -34.37530 -9.09617
H 5.60059 -32.17978 -10.10133
H 6.17710 -35.06722 -10.07167
H 7.32224 -33.67581 -10.34755
H 5.14570 -34.23497 -12.36069
H 6.88160 -34.79998 -12.51663
H 6.31422 -32.20856 -14.40329
H 6.11561 -30.82726 -13.32573
H 4.81484 -31.96587 -13.38333
C 5.62034 -28.27303 -12.55882
O 6.95091 -27.84369 -12.62034
C 7.09006 -26.50087 -13.21890
C 8.41488 -26.47870 -14.03555
N 8.23030 -27.29555 -15.20167
C 8.97615 -26.93669 -16.43042
C 8.26052 -27.69492 -17.56464
O 8.92230 -27.57233 -18.80221
C 10.16352 -28.26472 -18.86567
H 5.46738 -29.31675 -12.23174
H 5.08449 -28.13565 -13.57367
H 5.05990 -27.62487 -11.85036
H 7.08898 -25.81269 -12.39959
H 6.19153 -26.39058 -13.84597
H 9.26303 -26.63583 -13.38473
H 8.40433 -25.40928 -14.34032
H 8.49446 -28.26160 -14.97932
H 10.08223 -27.11473 -16.42195
H 8.89668 -25.84557 -16.64693
H 7.25518 -27.37613 -17.67161
H 8.22981 -28.76327 -17.35303
H 10.90208 -27.79347 -18.23835
H 10.53724 -28.19474 -19.87977
H 10.10671 -29.34523 -18.55419
C 9.49905 -36.39992 -13.52589
O 8.42480 -36.74469 -13.14106
N 10.36138 -37.17972 -14.29807
N 10.02606 -35.20931 -13.18799
H 10.02131 -37.95200 -14.80658
H 11.28321 -36.75753 -14.54393
H 10.89872 -34.82169 -13.57011
H 9.42220 -34.57065 -12.62625
C 13.99181 -31.32667 -6.85796
O 14.04656 -30.96735 -5.67557
N 12.88451 -31.43162 -7.58603
N 15.18706 -31.48802 -7.62343
H 11.94151 -31.30102 -7.18339
H 12.95048 -31.67901 -8.58246
H 15.17936 -32.16787 -8.36209
H 15.97962 -31.49061 -6.99554
C 16.76410 -37.91335 -9.64967
O 17.70983 -38.19544 -10.37065
N 16.84821 -37.03928 -8.56274
N 15.53902 -38.47113 -9.98810
H 15.98393 -36.82935 -7.99952
H 17.81810 -36.80711 -8.29047
H 15.54586 -38.94562 -10.88710
H 14.74879 -37.85922 -9.69734
C 19.04113 -35.09164 -9.23322
O 19.55809 -35.67901 -8.30644
N 19.44259 -35.40479 -10.54183
N 18.11982 -34.00973 -9.06060
H 18.79221 -35.17707 -11.29834
H 19.76363 -36.33704 -10.56418
H 17.78171 -34.19629 -8.12566
H 17.39468 -33.95070 -9.73042
C 16.81306 -31.61950 -12.35568
O 17.71668 -32.21526 -12.98719
N 16.87069 -30.30367 -12.01128
N 15.70224 -32.34141 -11.96951
H 17.73935 -29.77600 -12.16937
H 16.30278 -29.93859 -11.28536
H 15.83425 -33.32665 -11.99480
H 14.91540 -31.90428 -11.45312
C 13.57717 -35.36448 -8.94044
O 13.83909 -36.57333 -8.64838
N 14.06803 -34.71839 -9.94359
N 12.84513 -34.72550 -7.97616
H 13.78360 -33.70975 -10.13231
H 14.58459 -35.26716 -10.63244
H 12.65704 -33.73513 -7.95948
H 12.59492 -35.32963 -7.24489
C 13.16614 -28.45131 -13.49570
O 12.25637 -27.96937 -12.76777
N 12.90032 -29.54645 -14.28266
N 14.44011 -28.00562 -13.47941
H 12.00904 -29.71473 -14.70456
H 13.63133 -29.90827 -14.86693
H 15.15767 -28.65913 -13.67820
H 14.64460 -27.36233 -12.71881
C 17.05074 -35.77580 -12.84580
O 16.44329 -35.29908 -11.88216
N 17.51575 -37.04732 -12.86038
N 17.48296 -35.01945 -13.93074
H 17.47982 -37.58901 -11.93786
H 17.99270 -37.39851 -13.66718
H 17.48427 -33.99504 -13.65615
H 18.20510 -35.35875 -14.54750
C 14.89435 -28.43392 -9.96210
O 15.08961 -27.41892 -10.68488
N 14.17224 -29.46117 -10.47558
N 15.40447 -28.50834 -8.73180
H 13.83785 -30.25726 -9.94205
H 13.59950 -29.21320 -11.27764
H 15.21601 -29.26607 -8.13337
H 15.99082 -27.69615 -8.48549
*
```

Summary:
Largest force on an atom, eV/A: 4.72
Energy, eV: -143721.768
HOMO-LUMO gap, eV: 8.438

Entry 4:
Entry from the OMol25 dataset: a molecular structure, C14H22N4O4PSc in a non-equilibrium geometry (ωB97M-V/def2-TZVPD).

```
! RIJCOSX wB97M-V def2-TZVPD def2/J DEFGRID3
* xyz 2 1
Sc -0.74568 1.01478 0.15759
C -4.19124 3.14250 -1.10048
C -3.21002 2.02298 -1.11463
O -2.17459 2.14025 -0.29805
C -3.35278 0.95278 -1.95312
C -2.40622 -0.08903 -2.15917
C -2.66903 -1.11437 -3.20902
N -1.28206 -0.14108 -1.45052
N -0.35184 -1.10534 -1.87472
C 0.75567 -1.08231 -1.27487
O 0.95707 -0.11893 -0.25410
C 1.88772 -1.96325 -1.58231
C 1.65255 -3.13126 -2.30660
C 2.70815 -3.96661 -2.62538
C 4.00062 -3.64313 -2.22371
C 4.23773 -2.47890 -1.50680
C 3.18288 -1.63802 -1.18428
H -3.82043 3.94228 -1.74780
H -4.29404 3.54922 -0.09583
H -5.16204 2.82607 -1.47358
H -4.24074 0.92992 -2.56568
H -3.67810 -1.01644 -3.59883
H -2.51583 -2.11577 -2.80855
H -1.95344 -0.99376 -4.02592
H 0.64151 -3.37212 -2.61286
H 2.52637 -4.87314 -3.19069
H 4.82536 -4.29773 -2.48024
H 5.24647 -2.21653 -1.21469
H 3.39156 -0.70929 -0.66684
N -0.26531 3.53516 3.70691
C -0.16468 2.09182 4.15769
P 0.19372 1.04932 2.68797
O 0.61206 2.06030 1.61489
O -1.01747 0.30600 2.13152
C 1.52043 -0.05384 3.18667
N 1.70900 -1.10997 2.18513
H 0.14249 3.60602 2.76732
H 0.22633 4.16932 4.33437
H -1.23254 3.85257 3.65093
H -1.09224 1.79307 4.63968
H 0.64697 2.00511 4.87631
H 1.32266 -0.40992 4.20317
H 2.41439 0.57167 3.21713
H 2.54776 -1.64018 2.38813
H 1.53439 -0.51286 0.47885
H 0.93643 -1.76738 2.21499
*
```

Summary:
Largest force on an atom, eV/A: 1.69
Energy above the lowest of the compared OMol25 structures with the same formula, charge and spin, kJ/mol: 0.0
Energy, eV: -59006.143
HOMO-LUMO gap, eV: 7.846